86
Properties=species:S:1:pos:R:3 method="wB97M-V/def2-TZVPD" smiles="NC(N)=O.CC(C)O.CC(C)O.CC(C)O.CC(C)O.CC(C)O.CCO.CCO" lumo_energy_ev=0.4
N -0.973 -3.719 2.455
C -0.226 -4.334 3.396
N 0.992 -3.915 3.342
O -0.652 -5.019 4.296
H -1.971 -3.779 2.313
H -0.604 -3.067 1.778
H 1.620 -4.376 3.985
H 1.283 -3.160 2.739
C 4.138 -0.897 0.906
C 5.247 -1.679 1.722
C 4.599 -2.533 2.841
O 5.994 -2.532 0.857
H 3.466 -1.625 0.451
H 4.722 -0.202 0.304
H 3.500 -0.386 1.627
H 5.869 -0.993 2.297
H 5.367 -2.600 3.612
H 4.233 -3.522 2.566
H 3.705 -2.027 3.205
H 6.512 -3.110 1.421
C -2.171 1.096 -4.371
C -2.514 -0.401 -4.502
C -3.416 -0.716 -5.724
O -1.306 -1.084 -4.703
H -1.457 1.403 -3.607
H -2.996 1.805 -4.299
H -1.793 1.441 -5.333
H -2.913 -0.779 -3.561
H -3.252 -0.232 -6.686
H -4.446 -0.546 -5.411
H -3.437 -1.785 -5.940
H -0.916 -0.663 -5.472
C -4.916 3.696 0.724
C -4.994 2.539 -0.288
C -3.623 1.802 -0.461
O -5.842 1.539 0.269
H -4.288 4.447 0.246
H -4.270 3.368 1.538
H -5.855 4.094 1.110
H -5.333 2.989 -1.221
H -2.883 2.502 -0.848
H -3.651 0.972 -1.167
H -3.323 1.388 0.502
H -6.746 1.840 0.386
C -0.713 5.292 -0.007
C 0.254 5.184 -1.238
C -0.385 5.015 -2.577
O 1.219 6.141 -1.277
H -1.413 4.457 0.010
H -1.357 6.165 -0.114
H -0.107 5.503 0.874
H 0.783 4.248 -1.061
H 0.370 4.992 -3.363
H -1.009 5.885 -2.783
H -1.031 4.141 -2.500
H 1.711 5.998 -2.089
C -0.200 0.867 0.888
C -0.332 -0.479 0.184
C 0.546 -0.758 -1.029
O 0.092 -1.488 1.096
H 0.806 1.286 0.929
H -0.385 0.818 1.961
H -0.768 1.689 0.454
H -1.370 -0.723 -0.043
H 1.584 -0.451 -0.903
H 0.156 -0.155 -1.849
H 0.448 -1.771 -1.419
H 0.650 -1.117 1.782
C 3.052 1.218 3.745
C 1.729 0.848 4.483
O 1.153 -0.372 4.031
H 3.592 2.044 4.207
H 2.867 1.357 2.680
H 3.689 0.337 3.835
H 1.058 1.704 4.408
H 1.880 0.853 5.563
H 0.449 -0.636 4.626
C 1.083 -4.713 -0.307
C 1.402 -5.606 -1.501
O 1.509 -4.736 -2.707
H 0.216 -4.075 -0.478
H 1.854 -3.965 -0.122
H 0.827 -5.179 0.645
H 0.606 -6.333 -1.662
H 2.273 -6.260 -1.463
H 0.736 -4.463 -3.205